Record 1
A 3-piece molecular cluster, C49H39F9IN2O7PS overall. Source: the OMol25 dataset; level of theory: ωB97M-V/def2-TZVPD.

The geometry in XYZ format:
```
109
Properties=species:S:1:pos:R:3:mulliken_charge:R:1
C 1.762 -1.141 -1.004 -1.0307
C 0.252 -1.000 -0.682 -0.9477
C -0.658 -0.805 -1.930 1.8222
F -1.806 -0.108 -1.508 -0.4811
C 0.052 -0.044 -3.071 -1.2873
C 0.369 -0.633 -4.289 1.4280
S -0.028 -2.374 -4.497 1.3648
O 0.491 -3.061 -3.340 -0.6962
O 0.519 -2.993 -5.673 -0.7137
C -1.909 -2.546 -4.546 0.4061
F -2.253 -3.379 -3.540 -0.2052
F -2.449 -1.330 -4.323 -0.2726
C -2.423 -3.158 -5.880 0.9564
F -2.001 -4.415 -6.055 -0.2691
F -1.975 -2.364 -6.886 -0.2680
C -4.017 -3.175 -6.001 0.5678
F -4.406 -4.423 -6.328 -0.2655
F -4.643 -2.854 -4.868 -0.2230
F -4.390 -2.400 -7.026 -0.2431
C 0.995 0.165 -5.337 0.7302
C 1.304 -0.443 -6.711 -2.1161
C 2.781 -0.948 -6.898 -1.0572
C 3.701 -0.915 -5.653 1.1972
C 5.185 -1.060 -6.213 -1.4239
C 3.506 -2.140 -4.698 -0.8840
C 1.308 1.480 -5.090 -0.1083
I 2.289 2.672 -6.570 0.1366
C 1.022 2.116 -3.823 1.0787
N 1.409 3.420 -3.674 -0.3409
C 1.121 3.846 -2.464 0.0487
P 1.653 5.591 -2.084 0.5293
O 2.893 5.560 -1.263 -0.6328
C 0.450 3.094 -1.420 0.3536
C 0.145 3.750 -0.069 -1.2237
C -1.151 4.612 -0.225 -0.2184
F -2.039 4.351 0.824 -0.3294
N 0.090 1.848 -1.603 -0.0536
C 0.389 1.336 -2.839 -0.5197
H 1.980 -1.752 -1.890 0.1201
H 2.206 -0.131 -1.068 0.2439
H 2.233 -1.625 -0.130 0.4455
H 0.096 -0.108 -0.052 0.3130
H -0.162 -1.864 -0.133 0.5148
H -1.021 -1.786 -2.244 -1.2365
H 1.164 0.372 -7.444 0.6724
H 0.548 -1.189 -7.000 0.1732
H 2.782 -1.952 -7.362 0.3767
H 3.261 -0.291 -7.650 0.4422
H 3.698 0.043 -5.109 0.1862
H 5.773 -1.811 -5.672 0.3834
H 5.663 -0.064 -6.151 0.3227
H 5.140 -1.278 -7.296 0.3401
H 3.391 -3.053 -5.301 0.2154
H 4.438 -2.224 -4.109 0.6625
H 2.704 -1.994 -3.962 -0.4420
H 1.861 6.281 -3.311 0.1191
H 0.638 6.298 -1.400 -0.0046
H -0.020 2.994 0.715 0.3337
H 0.997 4.361 0.282 0.5461
H -0.948 5.693 -0.171 0.1928
H -1.647 4.407 -1.188 0.3325
O -3.399 -5.331 4.777 -0.6681
C -2.543 -5.720 4.008 0.6437
C -1.579 -6.777 4.417 0.1600
C -1.677 -7.337 5.686 -0.5969
C -0.809 -8.349 6.063 -0.4482
C 0.159 -8.808 5.175 -0.4815
C 0.271 -8.241 3.916 -0.5228
C -0.593 -7.221 3.534 0.2140
C -0.450 -6.609 2.186 0.5740
O 0.441 -6.957 1.439 -0.6568
C -1.427 -5.566 1.770 0.0468
C -1.331 -5.009 0.499 -0.9276
C -2.254 -4.061 0.089 -0.2797
C -3.278 -3.666 0.945 -0.6953
C -3.369 -4.209 2.217 -0.7079
C -2.442 -5.156 2.636 0.2039
H -2.432 -6.986 6.376 0.4628
H -0.889 -8.787 7.050 0.4032
H 0.828 -9.607 5.468 0.3944
H 1.027 -8.595 3.228 0.4686
H -0.538 -5.318 -0.170 0.5826
H -2.180 -3.630 -0.902 0.8121
H -4.003 -2.931 0.619 0.4761
H -4.164 -3.897 2.881 0.4845
O -0.184 5.066 8.806 -0.6624
C -0.215 5.480 7.665 0.5780
C 0.307 6.834 7.334 0.1548
C 0.854 7.620 8.342 -0.5587
C 1.378 8.866 8.040 -0.4595
C 1.359 9.332 6.729 -0.4769
C 0.800 8.560 5.724 -0.5220
C 0.267 7.312 6.023 0.2032
C -0.346 6.499 4.938 0.5102
O -0.429 6.938 3.808 -0.6847
C -0.849 5.139 5.265 0.1188
C -1.393 4.353 4.256 -0.7976
C -1.835 3.071 4.539 -0.5044
C -1.735 2.568 5.833 -0.4776
C -1.207 3.353 6.845 -0.6127
C -0.767 4.642 6.567 0.3921
H 0.874 7.256 9.361 0.4676
H 1.807 9.475 8.825 0.3997
H 1.781 10.302 6.492 0.3970
H 0.782 8.927 4.706 0.4619
H -1.468 4.738 3.247 0.7212
H -2.255 2.459 3.750 0.4769
H -2.072 1.562 6.051 0.3988
H -1.133 2.961 7.851 0.4732
```

- gap between HOMO and LUMO (eV) = 7.76
- structure (SMILES) = CC[C@@H](F)c1c(S(=O)(=O)C(F)(F)C(F)(F)C(F)(F)F)c(CCC(C)C)c(I)c2nc([PH2]=O)c(CCF)nc12.O=C1c2ccccc2C(=O)c2ccccc21.O=C1c2ccccc2C(=O)c2ccccc21

---

Record 2
C49H40AsIN3NaOPS6 as an isolated structure. Source: the OMol25 dataset; level of theory: ωB97M-V/def2-TZVPD.

The geometry in XYZ format:
```
103
Properties=species:S:1:pos:R:3:mulliken_charge:R:1
Na -0.738 0.021 -0.884 0.9196
I 0.600 2.006 1.829 0.4284
C -0.863 2.304 3.294 0.2667
C -1.111 3.613 3.585 -0.8819
C -1.859 3.970 4.728 -0.8207
C -2.259 3.000 5.589 -0.9047
C -2.029 1.630 5.301 0.9366
C -2.426 0.653 6.244 -0.7920
C -2.259 -0.672 5.983 -1.1609
C -1.784 -1.067 4.720 -0.2672
C -1.397 -0.169 3.757 0.6085
P -1.212 -0.853 2.022 1.3915
C -2.786 -1.831 2.025 0.7139
C -2.907 -3.208 2.208 0.0985
C -4.158 -3.813 2.210 -0.6745
C -5.307 -3.052 2.039 -0.6189
C -5.198 -1.680 1.868 -0.6528
C -3.949 -1.076 1.857 -1.3239
C 0.095 -2.124 2.273 1.0789
C 0.269 -3.116 1.301 -0.9563
C 1.338 -3.995 1.366 -0.8340
C 2.267 -3.892 2.395 -0.7629
C 2.119 -2.901 3.353 -0.6351
C 1.041 -2.023 3.292 -1.0827
C -1.409 1.232 4.078 0.0999
H -0.696 4.387 2.954 0.3920
H -2.062 5.014 4.930 0.3991
H -2.766 3.253 6.514 0.3424
H -2.866 0.986 7.178 0.3521
H -2.546 -1.421 6.711 0.4056
H -1.777 -2.124 4.480 0.4124
H -2.026 -3.820 2.349 0.3399
H -4.232 -4.886 2.343 0.4216
H -6.280 -3.528 2.030 0.3710
H -6.086 -1.077 1.717 0.4775
H -3.867 -0.005 1.702 0.5468
H -0.400 -3.164 0.449 0.7593
H 1.469 -4.736 0.587 0.4216
H 3.114 -4.566 2.431 0.3807
H 2.853 -2.796 4.144 0.4043
H 0.944 -1.248 4.042 0.3464
S -0.032 -2.310 -2.218 -0.3594
C 1.501 -3.091 -1.919 0.4719
C 1.767 -4.385 -2.403 -0.6610
C 2.970 -5.022 -2.145 -0.6434
C 3.961 -4.394 -1.393 -0.6818
C 3.730 -3.113 -0.914 -0.6737
C 2.530 -2.460 -1.181 -0.2572
As 2.060 -0.742 -0.419 1.2513
C 2.213 0.360 -1.985 -0.3260
C 2.468 0.079 -3.302 -0.0551
C 2.264 0.911 -4.367 -1.4959
C 2.122 3.387 -4.084 0.9698
C 2.875 3.330 -2.784 -1.1899
C 2.545 2.558 -1.767 -0.4591
C 3.812 -0.235 0.370 -0.0180
C 3.929 -0.123 1.752 -0.3609
C 5.128 0.276 2.341 -0.5798
C 6.227 0.563 1.546 -0.5530
C 6.123 0.453 0.161 -0.6668
C 4.925 0.063 -0.419 -0.1679
H 0.994 -4.883 -2.976 0.4601
H 3.139 -6.021 -2.530 0.3084
H 4.897 -4.897 -1.182 0.3656
H 4.489 -2.625 -0.315 0.3894
H 2.927 -0.886 -3.490 0.5033
H 2.403 0.612 -5.395 0.4353
H 1.357 4.162 -4.031 0.2880
H 3.732 3.981 -2.664 0.3878
H 3.011 2.527 -0.796 0.5733
H 3.073 -0.347 2.378 0.3466
H 5.198 0.364 3.419 0.4001
H 7.159 0.877 1.999 0.3442
H 6.979 0.677 -0.465 0.3961
H 4.843 -0.002 -1.498 0.4161
C 3.034 3.647 -5.274 -1.4846
N 1.357 2.094 -4.194 1.0195
C 0.406 2.146 -5.319 -0.7024
C -0.725 1.465 -5.275 -1.0451
C -1.085 0.754 -4.057 0.1504
N -0.470 1.027 -2.971 1.2068
C 0.446 2.060 -2.955 -1.7722
O 1.424 1.687 -1.856 0.3408
N -2.140 -0.142 -4.108 -0.3567
H 2.474 3.897 -6.176 0.4030
H 3.673 2.785 -5.466 0.3375
H 3.670 4.501 -5.038 0.4541
H 0.787 2.617 -6.213 0.3168
H -1.352 1.412 -6.156 0.4163
H -2.315 -0.540 -5.016 0.2643
H -2.115 -0.857 -3.393 0.0764
C -4.662 4.700 -1.315 -0.6320
S -5.631 3.803 -0.075 -0.1328
C -5.491 2.174 -0.697 0.1871
C -4.351 1.428 -0.720 -0.4886
S -2.782 1.829 -0.137 0.0660
S -4.596 -0.148 -1.458 0.1970
C -6.267 -0.055 -1.846 -0.1118
S -7.124 -1.274 -2.572 -0.3169
S -6.927 1.462 -1.400 -0.1751
H -4.594 5.736 -0.979 0.3264
H -5.153 4.658 -2.286 0.2515
H -3.663 4.265 -1.365 0.0992
```

- total charge = -1
- gap between HOMO and LUMO (eV) = 6.16
- energy relative to the best compared isomer or geometry (same formula, charge and spin) (eV) = 8.607

---

Record 3
C49H40KN9O2 as an isolated structure. Source: the OMol25 dataset; level of theory: ωB97M-V/def2-TZVPD.

The geometry in XYZ format:
```
101
Properties=species:S:1:pos:R:3:mulliken_charge:R:1
K 0.527 -0.762 0.161 1.1040
C 0.587 3.999 -1.353 -1.3196
C 1.618 3.670 -0.268 -0.3787
C 2.727 2.766 -0.738 0.4117
C 3.691 3.210 -1.639 -0.5025
C 4.680 2.331 -2.049 -0.7033
C 4.679 1.041 -1.543 -0.6364
C 3.681 0.687 -0.645 -0.1898
N 2.732 1.531 -0.250 -0.0358
N -0.432 2.974 -1.531 1.3930
C -0.876 2.916 -2.909 -1.1913
C 0.151 2.314 -3.843 0.6094
C 0.212 2.718 -5.174 -0.8300
C 1.067 2.052 -6.037 -0.5383
C 1.835 1.011 -5.545 -1.0176
C 1.725 0.697 -4.196 -0.4277
N 0.911 1.335 -3.362 0.7166
C -1.493 3.153 -0.565 -1.3094
C -2.530 2.057 -0.419 0.8761
C -3.338 2.091 0.719 -0.5243
C -4.325 1.141 0.868 -0.3425
C -4.472 0.167 -0.111 -0.5477
C -3.614 0.203 -1.193 -0.5004
N -2.672 1.132 -1.357 0.0899
H 1.107 4.134 -2.305 0.5794
H 0.114 4.971 -1.122 0.3902
H 1.129 3.174 0.571 -0.3543
H 2.051 4.610 0.090 0.5686
H 3.658 4.227 -2.014 0.3983
H 5.440 2.649 -2.754 0.3550
H 5.425 0.312 -1.832 0.4908
H 3.634 -0.310 -0.227 0.3600
H -1.176 3.913 -3.288 0.0916
H -1.749 2.266 -2.948 0.5311
H -0.413 3.532 -5.522 0.4628
H 1.123 2.335 -7.082 0.3579
H 2.494 0.439 -6.184 0.4762
H 2.297 -0.120 -3.771 0.4521
H -2.036 4.108 -0.741 0.2288
H -1.029 3.254 0.418 0.0312
H -3.160 2.834 1.487 0.2942
H -4.949 1.137 1.754 0.3309
H -5.200 -0.627 -0.017 0.3477
H -3.669 -0.555 -1.968 0.3752
O 2.221 -1.562 1.529 -0.3766
C 3.422 -1.938 1.631 -0.0700
C 4.209 -1.679 2.805 -0.7568
C 5.502 -2.127 2.942 -0.3172
C 6.132 -2.861 1.928 -0.7084
C 5.415 -3.105 0.767 -0.5526
C 4.108 -2.659 0.575 1.0556
C 3.486 -2.927 -0.722 -1.2380
N 2.388 -2.411 -1.121 0.7346
N 2.018 -2.770 -2.414 -0.8160
C 0.813 -2.314 -2.705 -0.2748
O 0.003 -1.656 -2.002 -0.0574
C 0.382 -2.630 -4.126 0.1181
C 1.040 -3.559 -4.930 -0.2748
C 0.614 -3.796 -6.229 -0.6118
C -0.472 -3.100 -6.751 -0.2872
C -1.130 -2.171 -5.956 -0.6887
C -0.709 -1.944 -4.652 -0.2586
H 3.724 -1.114 3.592 0.3774
H 6.046 -1.905 3.857 0.3344
H 7.147 -3.220 2.044 0.3490
H 5.884 -3.661 -0.043 0.2768
H 4.034 -3.593 -1.404 0.1195
H 1.893 -4.077 -4.510 0.4444
H 1.133 -4.525 -6.842 0.3611
H -0.802 -3.284 -7.767 0.3651
H -1.975 -1.619 -6.354 0.3706
H -1.205 -1.229 -4.007 0.4741
N -5.569 -2.212 9.494 -0.6189
C -5.011 -1.903 8.536 -0.0281
C -4.317 -1.512 7.337 0.6791
C -5.038 -1.015 6.252 -0.9050
C -4.367 -0.642 5.100 0.0863
C -2.982 -0.752 5.017 -1.3582
C -2.272 -1.248 6.106 0.1345
C -2.931 -1.632 7.262 -0.8106
C -2.266 -0.347 3.768 1.2573
C -2.288 -1.298 2.756 -0.3233
C -2.799 -2.640 2.858 -0.7940
C -2.592 -3.221 1.636 -1.4456
C -1.990 -2.205 0.823 -0.3386
N -1.807 -1.080 1.477 0.4085
C -1.672 0.927 3.818 0.3320
C -1.836 1.852 4.900 -0.9344
C -1.057 2.943 4.597 -1.1539
C -0.438 2.624 3.352 -0.3139
N -0.802 1.449 2.877 0.3812
H -6.114 -0.927 6.319 0.4228
H -4.913 -0.263 4.246 0.4423
H -1.196 -1.331 6.033 0.5032
H -2.379 -2.022 8.106 0.4248
H -3.225 -3.098 3.739 0.4908
H -2.819 -4.234 1.339 0.4429
H -1.710 -2.284 -0.226 0.6455
H -2.453 1.713 5.776 0.4582
H -0.916 3.841 5.181 0.4474
H 0.283 3.236 2.821 0.4031
```

- total charge = -2
- gap between HOMO and LUMO (eV) = 5.25
- energy relative to the best compared isomer or geometry (same formula, charge and spin) (eV) = 0.696

---

Record 4
C49H40N9O3PtTe as an isolated structure. Source: the OMol25 dataset; level of theory: ωB97M-V/def2-TZVPD.

The geometry in XYZ format:
```
103
Properties=species:S:1:pos:R:3:mulliken_charge:R:1
Pt 0.174 -0.205 0.134 0.8494
C 5.729 -0.275 0.285 -0.9759
N 4.355 -0.053 -0.161 1.0874
C 3.253 -0.529 0.398 -0.3125
N 2.196 -0.108 -0.291 -0.4350
C 2.746 0.651 -1.286 -0.4476
N 4.050 0.711 -1.230 -1.1760
C 5.878 -0.199 1.784 0.1014
C 6.773 -1.049 2.437 -0.8629
C 7.129 -0.793 3.757 -0.8144
C 6.734 0.380 4.386 -0.2642
C 5.852 1.223 3.720 0.2879
C 5.264 0.807 2.522 0.5590
C 5.395 2.483 4.296 -0.0738
N 5.524 2.992 5.473 -0.4968
N 4.740 4.140 5.490 -0.5494
C 4.194 4.224 4.326 0.5072
O 4.583 3.221 3.505 -0.1087
C 3.150 5.099 3.801 -0.0492
C 2.481 6.017 4.605 -0.9131
C 1.404 6.715 4.084 -0.7151
C 0.976 6.491 2.779 -0.7692
C 1.649 5.582 1.974 0.9326
C 1.219 5.286 0.559 -1.5129
N 0.584 3.970 0.440 1.0655
C 1.123 2.760 0.341 0.1655
N 0.146 1.860 0.244 -0.4762
C -0.998 2.606 0.291 -0.4737
N -0.760 3.885 0.411 -0.9717
C 2.742 4.906 2.487 0.2234
H 6.335 0.487 -0.206 0.3567
H 6.052 -1.248 -0.088 0.4187
H 3.275 -1.195 1.245 0.4832
H 2.162 1.130 -2.053 0.5054
H 7.234 -1.868 1.899 0.4307
H 7.784 -1.481 4.275 0.4622
H 7.117 0.652 5.360 0.5380
H 4.756 1.576 1.947 0.5323
H 2.803 6.169 5.626 0.5419
H 0.877 7.427 4.704 0.4140
H 0.112 7.018 2.395 0.4360
H 2.071 5.313 -0.121 0.3877
H 0.471 5.991 0.207 0.4467
H 2.182 2.570 0.344 0.4767
H -1.979 2.176 0.203 0.6589
H 3.286 4.208 1.863 0.5696
C -5.710 -3.830 -1.305 -1.6670
C -4.646 -2.851 -0.894 -0.3681
C -4.937 -1.507 -0.661 -0.2753
C -3.983 -0.585 -0.269 0.5525
C -4.399 0.848 -0.214 -0.0489
O -3.684 1.729 -0.652 -0.7041
C -5.747 1.186 0.329 0.4597
C -6.372 0.411 1.303 -0.0307
C -7.614 0.779 1.795 -0.8197
C -8.240 1.919 1.309 -0.3750
C -7.614 2.704 0.349 -0.6397
C -6.368 2.345 -0.133 -0.5229
C -2.634 -0.989 -0.070 1.1868
O -1.787 -0.104 0.387 -1.0337
C -2.321 -2.353 -0.303 0.0589
C -3.339 -3.237 -0.715 -0.9470
C -1.019 -2.923 -0.019 1.3463
N 0.068 -2.239 0.189 -1.0195
C 1.235 -2.926 0.767 -0.2963
C 1.295 -2.624 2.260 -1.1277
Te 3.195 -3.082 3.157 0.2522
C 3.224 -1.305 4.319 0.0295
C 2.906 -0.073 3.738 1.4851
C 2.547 0.998 4.558 -0.8991
C 2.798 0.938 5.925 -0.5392
C 3.322 -0.225 6.464 -0.7231
C 3.484 -1.366 5.679 -0.5085
C -0.963 -4.415 0.095 -0.6346
C -1.407 -5.038 1.255 0.5162
C -1.308 -6.416 1.380 -1.1474
C -0.780 -7.172 0.344 -0.3773
C -0.356 -6.551 -0.823 -0.9330
C -0.444 -5.173 -0.949 0.2943
H -6.656 -3.325 -1.493 0.3812
H -5.881 -4.575 -0.527 0.3284
H -5.431 -4.364 -2.214 0.3827
H -5.948 -1.156 -0.832 0.4960
H -5.876 -0.468 1.696 0.4468
H -8.095 0.177 2.554 0.3954
H -9.216 2.199 1.684 0.4005
H -8.100 3.596 -0.021 0.4025
H -5.861 2.949 -0.873 0.4468
H -3.082 -4.270 -0.904 0.6234
H 2.116 -2.601 0.221 0.4095
H 1.168 -4.001 0.628 0.4756
H 0.510 -3.172 2.779 0.5625
H 1.127 -1.564 2.450 0.2622
H 2.361 -0.084 2.797 -0.9039
H 2.105 1.884 4.120 0.6696
H 2.568 1.779 6.565 0.4112
H 3.538 -0.277 7.524 0.4219
H 3.775 -2.300 6.141 0.4236
H -1.833 -4.445 2.057 0.5785
H -1.647 -6.899 2.286 0.4413
H -0.706 -8.246 0.442 0.4054
H 0.046 -7.141 -1.636 0.4310
H -0.115 -4.684 -1.858 0.5241
```

- total charge = +1
- gap between HOMO and LUMO (spin up / spin down) (eV) = 7.90 / 7.90
- energy relative to the best compared isomer or geometry (same formula, charge and spin) (eV) = 0.000